[1]
DFT (wB97M-V/def2-TZVPD) results for a 3-piece molecular cluster, C21H52BClNO11P2 overall at a distorted geometry.

CARTESIAN COORDINATES (ANGSTROEM)
C1 0.186 4.952 2.058
O1 1.471 4.453 1.819
C2 1.620 3.908 0.523
C3 1.018 2.488 0.343
C4 0.885 1.669 1.647
C5 1.216 0.173 1.511
C6 0.352 -0.655 0.518
C7 -1.034 -0.095 0.171
C8 -1.837 -1.243 -0.536
C9 -2.624 -0.716 -1.750
C10 -4.000 -0.170 -1.263
C11 -3.912 1.319 -0.876
N1 -4.355 1.629 0.536
C12 -3.828 2.964 0.985
C13 -4.283 4.152 0.135
C14 -3.311 5.339 0.226
Cl1 -2.240 5.367 -1.213
B1 -5.859 1.422 0.771
O2 -6.685 2.465 1.123
O3 -6.374 0.175 0.655
C15 -6.832 -0.358 1.914
H1 -0.212 5.526 1.214
H2 -0.527 4.142 2.295
H3 0.231 5.610 2.928
H4 2.668 3.952 0.231
H5 1.092 4.575 -0.173
H6 1.579 1.886 -0.379
H7 0.016 2.632 -0.078
H8 -0.107 1.826 2.085
H9 1.599 2.073 2.371
H10 2.264 0.080 1.220
H11 1.088 -0.278 2.498
H12 0.914 -0.894 -0.386
H13 0.173 -1.624 0.999
H14 -0.914 0.682 -0.585
H15 -1.596 0.248 1.049
H16 -1.099 -1.955 -0.919
H17 -2.461 -1.773 0.187
H18 -2.077 0.073 -2.273
H19 -2.847 -1.492 -2.484
H20 -4.283 -0.772 -0.398
H21 -4.759 -0.320 -2.031
H22 -2.871 1.641 -0.934
H23 -4.452 1.910 -1.614
H24 -3.892 0.927 1.123
H25 -2.734 2.904 1.010
H26 -4.128 3.141 2.021
H27 -5.250 4.488 0.511
H28 -4.415 3.929 -0.922
H29 -2.724 5.338 1.141
H30 -3.904 6.248 0.171
H31 -6.528 2.675 2.055
H32 -7.340 -1.298 1.720
H33 -6.008 -0.546 2.610
H34 -7.545 0.314 2.399
C16 1.894 -5.018 -3.001
O4 0.493 -5.260 -2.864
P1 -0.052 -5.566 -1.309
O5 0.708 -4.435 -0.672
O6 0.694 -7.016 -1.254
C17 0.591 -7.945 -2.348
O7 -0.953 -5.962 0.032
C18 -0.447 -5.610 1.316
H35 2.135 -5.170 -4.053
H36 2.129 -3.993 -2.724
H37 2.482 -5.707 -2.396
H38 1.514 -7.919 -2.928
H39 -0.242 -7.715 -3.008
H40 0.459 -8.944 -1.940
H41 -0.491 -4.536 1.479
H42 0.574 -5.971 1.433
H43 -1.095 -6.098 2.045
C19 4.835 1.925 0.542
O8 5.335 1.581 -0.747
P2 6.125 0.137 -0.825
O9 5.222 -0.777 -0.083
O10 7.413 0.639 0.039
C20 7.938 1.968 -0.106
O11 7.036 -0.852 -1.747
C21 7.170 -2.212 -1.331
H44 4.642 2.996 0.545
H45 3.902 1.400 0.737
H46 5.556 1.701 1.327
H47 7.616 2.577 0.740
H48 7.606 2.444 -1.025
H49 9.024 1.911 -0.105
H50 6.241 -2.760 -1.470
H51 7.490 -2.262 -0.291
H52 7.932 -2.655 -1.970

- HOMO energy (eV) = -11.44
- net charge = +1

Computed Mulliken charges, given in elementary charges: atom 1 (C): -0.5491, atom 2 (O): -0.4073, atom 3 (C): -0.9325, atom 4 (C): -0.0168, atom 5 (C): -0.6353, atom 6 (C): -0.8828, atom 7 (C): -0.7411, atom 8 (C): 0.6522, atom 9 (C): -0.5355, atom 10 (C): -1.3533, atom 11 (C): -0.6384, atom 12 (C): -0.7800, atom 13 (N): -0.1489, atom 14 (C): -0.6129, atom 15 (C): -0.5612, atom 16 (C): -0.4917, atom 17 (Cl): -0.1846, atom 18 (B): 0.7299, atom 19 (O): -0.4195, atom 20 (O): -0.5113, atom 21 (C): -0.7459, atom 22 (H): 0.2403, atom 23 (H): 0.1062, atom 24 (H): 0.3572, atom 25 (H): 0.2639, atom 26 (H): 0.4666, atom 27 (H): 0.6167, atom 28 (H): -0.2644, atom 29 (H): 0.3775, atom 30 (H): 0.5807, atom 31 (H): -0.1387, atom 32 (H): 0.4829, atom 33 (H): 0.3938, atom 34 (H): 0.0161, atom 35 (H): 0.1133, atom 36 (H): -0.0249, atom 37 (H): 0.2138, atom 38 (H): 0.4763, atom 39 (H): 0.4837, atom 40 (H): 0.3937, atom 41 (H): 0.3394, atom 42 (H): 0.4628, atom 43 (H): 0.3329, atom 44 (H): 0.6138, atom 45 (H): 0.4110, atom 46 (H): 0.1650, atom 47 (H): 0.5675, atom 48 (H): 0.3292, atom 49 (H): 0.4112, atom 50 (H): 0.2564, atom 51 (H): 0.4077, atom 52 (H): 0.3429, atom 53 (H): 0.2528, atom 54 (H): 0.3142, atom 55 (H): 0.3365, atom 56 (C): -0.6289, atom 57 (O): -0.4653, atom 58 (P): 1.3159, atom 59 (O): -0.5823, atom 60 (O): -0.3277, atom 61 (C): -0.6854, atom 62 (O): -0.4773, atom 63 (C): -0.3742, atom 64 (H): 0.2695, atom 65 (H): 0.1974, atom 66 (H): 0.3360, atom 67 (H): 0.2521, atom 68 (H): 0.3394, atom 69 (H): 0.2766, atom 70 (H): 0.0544, atom 71 (H): 0.2650, atom 72 (H): 0.2644, atom 73 (C): -0.2789, atom 74 (O): -0.3749, atom 75 (P): 1.1078, atom 76 (O): -0.6130, atom 77 (O): -0.3489, atom 78 (C): -0.6761, atom 79 (O): -0.4130, atom 80 (C): -0.5513, atom 81 (H): 0.3264, atom 82 (H): -0.1935, atom 83 (H): 0.4268, atom 84 (H): 0.2457, atom 85 (H): 0.3334, atom 86 (H): 0.2772, atom 87 (H): 0.2433, atom 88 (H): 0.2881, atom 89 (H): 0.2392

[2]
DFT (wB97M-V/def2-TZVPD) results for C39H37Br2IN6NaO2S as an isolated structure.

CARTESIAN COORDINATES (ANGSTROEM)
Na1 0.323 0.197 1.487
N1 3.271 3.741 2.084
C1 4.480 3.590 1.384
C2 5.682 3.654 2.069
C3 6.889 3.506 1.397
C4 6.896 3.280 0.032
C5 5.689 3.201 -0.653
C6 4.484 3.363 0.009
S1 2.965 3.296 -0.887
N2 1.784 3.198 0.306
C7 2.042 3.396 1.531
C8 0.908 3.375 2.512
C9 0.840 4.323 3.527
C10 -0.277 4.318 4.351
C11 -1.276 3.390 4.122
C12 -1.118 2.480 3.081
N3 -0.039 2.463 2.308
H1 3.340 3.560 3.073
H2 5.672 3.816 3.140
H3 7.818 3.560 1.949
H4 7.830 3.158 -0.501
H5 5.683 3.010 -1.720
H6 1.611 5.072 3.642
H7 -0.366 5.049 5.146
H8 -2.172 3.361 4.726
H9 -1.884 1.760 2.809
C13 -2.996 -1.706 -2.876
C14 -2.975 -2.633 -1.691
C15 -3.803 -3.778 -1.668
C16 -3.713 -4.642 -0.618
C17 -2.826 -4.369 0.448
C18 -2.661 -5.203 1.579
Br1 -3.624 -6.844 1.727
C19 -1.806 -4.846 2.585
C20 -1.096 -3.651 2.520
Br2 0.033 -3.200 3.982
C21 -1.186 -2.727 1.457
O1 -0.610 -1.620 1.440
C22 -2.075 -3.170 0.366
N4 -2.150 -2.357 -0.713
H10 -4.018 -1.466 -3.171
H11 -2.502 -2.159 -3.743
H12 -2.494 -0.774 -2.624
H13 -4.493 -3.962 -2.483
H14 -4.324 -5.535 -0.582
H15 -1.684 -5.487 3.448
I1 -1.150 2.641 -1.223
C23 -3.037 1.774 -1.531
C24 -3.674 2.012 -2.716
C25 -4.903 1.366 -2.978
C26 -5.418 0.495 -2.063
C27 -4.757 0.242 -0.833
C28 -5.287 -0.685 0.092
C29 -4.638 -0.884 1.281
C30 -3.466 -0.162 1.584
C31 -2.841 0.741 0.737
C32 -3.536 0.911 -0.507
H16 -3.237 2.675 -3.450
H17 -5.421 1.557 -3.911
H18 -6.350 -0.024 -2.264
H19 -6.199 -1.219 -0.155
H20 -5.029 -1.604 1.994
H21 -3.013 -0.386 2.551
C33 1.641 -2.056 -3.636
C34 0.715 -2.627 -2.531
N5 0.994 -1.979 -1.269
C35 0.563 -0.583 -1.312
C36 1.089 0.084 -2.596
N6 2.219 -0.790 -3.083
C37 3.166 -1.104 -1.946
C38 2.416 -2.036 -0.973
H22 1.109 -1.795 -4.552
H23 2.480 -2.710 -3.878
H24 0.881 -3.701 -2.436
H25 -0.334 -2.470 -2.781
H26 1.026 -0.028 -0.501
H27 -0.521 -0.521 -1.239
H28 1.502 1.074 -2.411
H29 0.364 0.142 -3.409
H30 2.726 -0.298 -3.812
H31 3.415 -0.156 -1.466
H32 4.053 -1.550 -2.401
H33 2.569 -1.640 0.041
H34 2.763 -3.068 -1.059
C39 3.409 0.278 2.067
O2 2.411 0.099 1.156
H35 4.044 1.167 1.872
H36 4.134 -0.567 2.121
H37 3.052 0.400 3.117

- HOMO energy (eV) = -3.27
- net charge = -1

Computed Mulliken charges, given in elementary charges: atom 1 (Na): 1.1930, atom 2 (N): -0.0581, atom 3 (C): -0.5863, atom 4 (C): -0.3561, atom 5 (C): -0.6089, atom 6 (C): -0.6040, atom 7 (C): -0.6835, atom 8 (C): 1.1185, atom 9 (S): -0.2131, atom 10 (N): -0.1188, atom 11 (C): 0.4146, atom 12 (C): 0.0021, atom 13 (C): -0.7133, atom 14 (C): -0.5789, atom 15 (C): -0.8508, atom 16 (C): 0.0690, atom 17 (N): 0.3322, atom 18 (H): 0.3080, atom 19 (H): 0.3731, atom 20 (H): 0.3652, atom 21 (H): 0.3709, atom 22 (H): 0.3750, atom 23 (H): 0.5518, atom 24 (H): 0.4050, atom 25 (H): 0.4339, atom 26 (H): 0.0314, atom 27 (C): -1.6424, atom 28 (C): 1.0066, atom 29 (C): -1.2993, atom 30 (C): -1.2315, atom 31 (C): 0.7031, atom 32 (C): 0.0656, atom 33 (Br): -0.3148, atom 34 (C): -0.2388, atom 35 (C): 0.0486, atom 36 (Br): -0.2897, atom 37 (C): -0.5601, atom 38 (O): -0.4395, atom 39 (C): -0.4807, atom 40 (N): 1.2875, atom 41 (H): 0.6054, atom 42 (H): 0.3501, atom 43 (H): -0.1192, atom 44 (H): 0.4998, atom 45 (H): 0.2892, atom 46 (H): 0.3968, atom 47 (I): 0.1688, atom 48 (C): -0.1206, atom 49 (C): -0.7121, atom 50 (C): -0.4181, atom 51 (C): -1.0459, atom 52 (C): 1.6627, atom 53 (C): -0.9903, atom 54 (C): -1.0783, atom 55 (C): -0.1267, atom 56 (C): -0.2458, atom 57 (C): 0.3069, atom 58 (H): 0.3810, atom 59 (H): 0.3512, atom 60 (H): 0.3008, atom 61 (H): 0.3032, atom 62 (H): 0.3323, atom 63 (H): 0.1664, atom 64 (C): -0.7690, atom 65 (C): 0.1758, atom 66 (N): 0.1457, atom 67 (C): 2.0715, atom 68 (C): -0.8003, atom 69 (N): 0.0820, atom 70 (C): -0.4047, atom 71 (C): -0.3142, atom 72 (H): 0.4323, atom 73 (H): 0.2512, atom 74 (H): 0.6259, atom 75 (H): -0.6118, atom 76 (H): -1.2210, atom 77 (H): -0.1705, atom 78 (H): 0.2581, atom 79 (H): 0.0701, atom 80 (H): 0.3345, atom 81 (H): 0.1741, atom 82 (H): 0.3477, atom 83 (H): -0.0150, atom 84 (H): 0.5257, atom 85 (C): -0.8998, atom 86 (O): -0.6944, atom 87 (H): 0.0973, atom 88 (H): 0.2813, atom 89 (H): 0.1831

[3]
DFT (wB97M-V/def2-TZVPD) results for a 2-piece molecular cluster, C5H8O2 overall.

CARTESIAN COORDINATES (ANGSTROEM)
O1 -0.424 1.500 -1.564
C1 0.414 1.747 -0.517
C2 -0.011 2.237 0.642
C3 -0.731 -1.259 0.042
C4 0.082 -2.515 0.480
C5 0.712 -1.370 -0.186
O2 1.721 -0.901 -0.645
H1 0.116 1.306 -2.338
H2 0.711 2.443 1.423
H3 1.447 1.446 -0.670
H4 -1.059 2.459 0.817
H5 -1.096 -0.593 0.821
H6 -1.394 -1.343 -0.817
H7 -0.043 -3.435 -0.087
H8 0.256 -2.651 1.545

- HOMO energy (eV) = -8.91
- net charge = 0

Computed Mulliken charges, given in elementary charges: atom 1 (O): -0.4941, atom 2 (C): -0.0199, atom 3 (C): -0.7561, atom 4 (C): -0.4495, atom 5 (C): -0.5626, atom 6 (C): 0.6500, atom 7 (O): -0.5554, atom 8 (H): 0.3640, atom 9 (H): 0.2621, atom 10 (H): 0.3467, atom 11 (H): 0.2856, atom 12 (H): 0.2170, atom 13 (H): 0.2226, atom 14 (H): 0.2449, atom 15 (H): 0.2447

[4]
DFT (wB97M-V/def2-TZVPD) results for a 8-piece molecular cluster, H16O8 overall at a distorted geometry.

CARTESIAN COORDINATES (ANGSTROEM)
O1 -0.276 1.600 3.914
H1 0.010 2.496 3.981
H2 -1.120 1.556 3.486
O2 1.743 -3.289 0.274
H3 1.733 -3.620 -0.631
H4 1.033 -2.658 0.270
O3 0.245 -2.210 -2.859
H5 -0.241 -1.432 -2.532
H6 -0.024 -2.221 -3.759
O4 1.295 0.663 -1.592
H7 0.691 0.750 -2.325
H8 1.013 1.392 -1.048
O5 2.313 0.104 1.503
H9 2.639 -0.142 0.635
H10 1.378 -0.108 1.537
O6 -0.096 -0.636 0.812
H11 -0.715 -0.081 1.222
H12 -0.147 -0.330 -0.085
O7 -1.286 0.338 -2.750
H13 -1.492 0.050 -3.599
H14 -2.069 0.650 -2.332
O8 -2.161 2.011 2.049
H15 -2.252 2.390 1.158
H16 -2.214 2.727 2.669

- HOMO energy (eV) = -9.89
- net charge = 0

Computed Mulliken charges, given in elementary charges: atom 1 (O): -0.6191, atom 2 (H): 0.2699, atom 3 (H): 0.4186, atom 4 (O): -0.6191, atom 5 (H): 0.3093, atom 6 (H): 0.3148, atom 7 (O): -0.5900, atom 8 (H): 0.3312, atom 9 (H): 0.2880, atom 10 (O): -0.5869, atom 11 (H): 0.2811, atom 12 (H): 0.3231, atom 13 (O): -0.6607, atom 14 (H): 0.2936, atom 15 (H): 0.4119, atom 16 (O): -0.6235, atom 17 (H): 0.2810, atom 18 (H): 0.2667, atom 19 (O): -0.5773, atom 20 (H): 0.2861, atom 21 (H): 0.2565, atom 22 (O): -0.6426, atom 23 (H): 0.2864, atom 24 (H): 0.3013

| no. | E_tot (a.u.) | HOMO-LUMO gap (eV) | LUMO (Eh) |
| --- | --- | --- | --- |
| 1 | -2881.25078 | 7.80 | -0.1335 |
| 2 | -7993.56957 | 4.68 | 0.0520 |
| 3 | -345.69742 | 9.75 | 0.0308 |
| 4 | -611.47528 | 9.21 | -0.0252 |